(w)
DFT (ωB97M-V/def2-TZVPD) results for 2 unconnected molecules or ions with the total composition C6H12N3.

ORCA input file:
```
! wB97M-V def2-TZVPD RIJCOSX def2/J DEFGRID3
* xyz 1 1
C 0.62594 0.68603 -0.88086
C -0.94398 -0.60343 0.68573
C 0.98305 1.38284 -1.96905
C -0.55751 0.07116 -0.40963
C 0.39154 -1.04197 2.40602
C -1.83945 0.10418 -1.29206
N 0.08891 -0.32055 3.43796
N 1.14246 -2.01613 2.24304
N 0.64347 1.64036 -3.22615
H 1.40150 0.57615 -0.14660
H -1.58916 -1.42808 0.79573
H 2.03006 1.77996 -1.77228
H -2.36829 1.01278 -1.25505
H -2.56044 -0.63902 -0.96024
H -1.48610 -0.05696 -2.36739
H 0.59986 -0.40579 4.28346
H -0.72816 0.38981 3.53703
H 1.35507 -2.41445 1.33488
H 1.79073 -2.28315 2.99167
H 1.33100 2.00321 -3.86189
H -0.31052 1.56304 -3.57431
*
```


(x)
DFT (ωB97M-V/def2-TZVPD) results for a gas-phase ion, C6H12N3 (charge +1).

ORCA input file:
```
! wB97M-V def2-TZVPD RIJCOSX def2/J DEFGRID3
* xyz 1 1
C 1.20906 1.06276 -0.13022
C -1.12169 0.40883 -1.30018
C -0.41914 1.85250 -1.69261
C -2.13670 0.69533 -0.16620
C 0.87632 -1.40170 1.87237
C 1.67052 -1.18197 0.59524
N 0.65757 1.99847 -0.99973
N 0.88406 -0.26318 -0.15735
N -0.21729 -0.78687 -0.85225
H 1.98117 1.46672 0.48510
H -1.73468 0.02821 -2.14837
H -0.85160 2.69883 -2.19759
H -2.12316 1.71650 0.27196
H -1.84032 -0.02548 0.60019
H -3.21865 0.63026 -0.37514
H 1.63480 -1.88130 2.41508
H 0.71684 -0.52022 2.45865
H -0.16218 -1.90744 1.71931
H 2.66412 -0.72354 0.73979
H 1.87970 -2.20953 0.10134
H -0.34874 -1.65718 -1.23939
*
```

The SMILES is CC[N+]1=CN=C[C@H](C)N1.


(y)
DFT (ωB97M-V/def2-TZVPD) results for a gas-phase ion, C6H12N3 (charge +1).

ORCA input file:
```
! wB97M-V def2-TZVPD RIJCOSX def2/J DEFGRID3
* xyz 1 1
C 0.44820 -1.05510 0.11865
C 1.39350 0.84660 -0.07954
C -0.60024 0.00202 0.01030
C -0.51188 2.43393 -0.42313
C 3.00340 -0.94445 0.15864
C -2.41619 -1.33051 0.39962
N 0.06023 1.17428 -0.06903
N 1.65750 -0.40446 0.01834
N -1.90729 -0.20863 -0.17414
H 0.38687 -1.99867 0.60797
H 2.09280 1.62803 -0.37830
H -0.91696 2.95889 0.38673
H 0.30009 3.07989 -1.01228
H -1.36442 2.24047 -1.11837
H 3.69239 -0.87252 0.98256
H 2.80570 -2.08213 0.02579
H 3.56499 -0.50775 -0.66399
H -2.32062 -2.13019 -0.30356
H -2.07456 -1.63415 1.37911
H -3.51562 -1.14028 0.59297
H -2.43966 0.64950 -0.29636
*
```

The SMILES is CNc1c[n+](C)cn1C.


Which of them is the most stable? Correct choice: (y).


(w)
DFT (ωB97M-V/def2-TZVPD) results for a single CH3I2N molecule.

ORCA input file:
```
! wB97M-V def2-TZVPD RIJCOSX def2/J DEFGRID3
* xyz 0 1
C 0.29754 0.31967 0.35712
N -1.08926 -0.08677 -0.54906
I 0.98018 2.23423 0.06095
I -2.67216 1.07597 -0.04564
H 1.09630 -0.50413 0.32183
H 0.12346 0.23936 1.50510
H -0.81778 0.19428 -1.48252
*
```

The SMILES is ICNI.


(x)
DFT (ωB97M-V/def2-TZVPD) results for a single CH3I2N molecule.

ORCA input file:
```
! wB97M-V def2-TZVPD RIJCOSX def2/J DEFGRID3
* xyz 0 1
C -0.36258 -0.20999 -0.28231
N 0.66160 0.33934 0.45682
I 0.42186 -1.21658 -2.11571
I 0.43849 0.32380 2.47851
H -1.06659 0.48022 -0.65232
H -0.97670 -0.99171 -0.01559
H 0.88393 1.27492 0.13059
*
```

The SMILES is ICNI.


Which of them is the most stable? Correct choice: (x).


(w)
DFT (ωB97M-V/def2-TZVPD) results for 2 unconnected molecules or ions with the total composition C3H3ClO.

ORCA input file:
```
! wB97M-V def2-TZVPD RIJCOSX def2/J DEFGRID3
* xyz 0 1
C -0.25097 -0.23002 -0.00204
C -1.15935 0.65299 0.15184
C 1.15455 -0.65366 0.07368
O 0.08893 -1.53922 -0.01063
Cl -2.82043 0.50318 0.01937
H -0.53687 2.36346 -0.09168
H 1.63739 -0.32210 -0.96714
H 1.88676 -0.77463 0.82660
*
```


(x)
DFT (ωB97M-V/def2-TZVPD) results for a molecular structure, C3H3ClO.

ORCA input file:
```
! wB97M-V def2-TZVPD RIJCOSX def2/J DEFGRID3
* xyz 0 1
C -2.70284 -0.71941 -0.77097
C 1.69751 0.20521 -0.12486
C 0.43807 0.30821 0.25880
O -3.13556 -0.89534 0.26443
Cl -0.97048 0.89338 -0.46875
H 2.32164 -0.36185 0.68258
H 2.14720 0.72261 -0.95843
H 0.20445 -0.15280 1.11721
*
```


(y)
DFT (ωB97M-V/def2-TZVPD) results for a single C3H3ClO molecule.

ORCA input file:
```
! wB97M-V def2-TZVPD RIJCOSX def2/J DEFGRID3
* xyz 0 1
C 1.85208 -0.65773 -0.20451
C 0.65353 -0.19368 0.08566
C -0.60174 0.88755 -0.17627
O 0.75025 -1.06561 0.99490
Cl -1.44496 0.44965 -1.69749
H 2.08580 -1.52490 -0.77635
H -0.25003 1.80820 -0.36102
H -1.33979 0.72537 0.63404
*
```

The SMILES is ClCC1=CO1.


(z)
DFT (ωB97M-V/def2-TZVPD) results for 2 unconnected molecules or ions with the total composition C3H3ClO.

ORCA input file:
```
! wB97M-V def2-TZVPD RIJCOSX def2/J DEFGRID3
* xyz 0 1
C -0.76412 0.45697 -0.03027
C -2.27031 0.66467 0.40644
C 1.11192 -0.58056 0.18730
O -2.01041 -0.07286 -0.58898
Cl 2.18185 0.67782 -0.21066
H -0.24730 1.16308 -0.50196
H 1.01179 -1.37195 -0.42131
H 0.98658 -0.93716 1.15944
*
```


Which of them is the most stable? Correct choice: (x).


(w)
DFT (ωB97M-V/def2-TZVPD) results for a single C6H2 molecule.

ORCA input file:
```
! wB97M-V def2-TZVPD RIJCOSX def2/J DEFGRID3
* xyz 0 1
C 2.72699 0.20787 0.10257
C 1.99413 -0.78802 0.04500
C -0.28897 1.81859 0.10312
C 0.68809 -0.90348 -0.03098
C -1.08485 0.74497 0.00661
C -0.61025 -0.61093 -0.06596
H -2.14127 0.86182 -0.28880
H -1.28388 -1.33083 0.12844
*
```


(x)
DFT (ωB97M-V/def2-TZVPD) results for a single C6H2 molecule.

ORCA input file:
```
! wB97M-V def2-TZVPD RIJCOSX def2/J DEFGRID3
* xyz 0 1
C 1.79743 2.08708 2.93891
C 0.88943 1.10771 3.30559
C 1.35729 1.36165 1.81402
C -0.24806 1.23072 2.21872
C 0.36200 0.78910 1.03432
C -0.09222 0.13451 -0.06888
H -1.17588 0.18992 -0.13166
H 0.33122 -0.58541 -0.75373
*
```


Which of them is the most stable? Correct choice: (w).


(w)
DFT (ωB97M-V/def2-TZVPD) results for 4 unconnected molecules or ions with the total composition C4H16O4.

ORCA input file:
```
! wB97M-V def2-TZVPD RIJCOSX def2/J DEFGRID3
* xyz 0 1
C 4.83433 0.99227 -4.66507
O 3.72751 1.60885 -4.10190
H 4.98130 0.09607 -4.06230
H 4.59581 0.60739 -5.65657
H 5.72173 1.59717 -4.47869
H 3.69634 2.46684 -4.53141
C -0.66034 -1.71140 -1.42353
O 0.63175 -1.20980 -1.14484
H -1.17959 -1.91470 -0.48697
H -1.31012 -0.97459 -1.89575
H -0.60086 -2.68595 -1.90810
H 0.97695 -0.59961 -1.80067
C -5.20923 -0.25364 1.97321
O -5.09272 0.40718 3.11454
H -4.65469 -1.18216 2.10909
H -6.25311 -0.30772 1.66421
H -4.81312 0.22831 1.07939
H -5.65468 1.18548 3.10633
C 0.83111 0.38044 4.11386
O 1.96621 0.47192 3.24166
H 1.09687 0.96090 4.99735
H -0.12993 0.49041 3.61146
H 0.77766 -0.56935 4.64599
H 1.72081 -0.08432 2.49871
*
```

The SMILES is CO.CO.CO.CO.


(x)
DFT (ωB97M-V/def2-TZVPD) results for 4 unconnected molecules or ions with the total composition C4H16O4.

ORCA input file:
```
! wB97M-V def2-TZVPD RIJCOSX def2/J DEFGRID3
* xyz 0 1
C -0.60575 -0.66742 -1.40202
O 0.76599 -0.90254 -1.28043
H -0.94446 -0.00496 -0.63592
H -0.92511 -0.27813 -2.37309
H -1.17650 -1.55429 -1.24281
H 1.26683 -0.85613 -2.15609
C 1.33082 2.14525 -3.30510
O 2.13888 0.97678 -3.52022
H 0.37208 1.83089 -3.04625
H 1.66178 2.85095 -2.53687
H 1.25304 2.59771 -4.24611
H 2.91488 1.33051 -3.93335
C 1.02578 0.33932 2.26928
O 0.33739 -0.63021 1.49717
H 0.73721 1.33310 2.06259
H 0.78126 0.13478 3.32747
H 2.13739 0.34841 2.15826
H 0.79292 -0.90756 0.69860
C -2.23786 -1.56568 3.22499
O -2.99149 -0.82499 2.31050
H -2.15599 -0.89997 4.18022
H -2.81836 -2.48429 3.57862
H -1.21353 -1.75556 2.81952
H -2.44718 -0.55599 1.55104
*
```

The SMILES is CO.CO.CO.CO.


Which of them is the most stable? Correct choice: (x).


(w)
DFT (ωB97M-V/def2-TZVPD) results for 2 unconnected molecules or ions with the total composition C7H14O2.

ORCA input file:
```
! wB97M-V def2-TZVPD RIJCOSX def2/J DEFGRID3
* xyz 0 1
C -0.58965 -0.16510 1.93476
C -2.32151 -0.26844 0.07206
C -1.12626 0.45278 0.61876
C -0.81613 1.70698 0.31437
O -0.49275 -1.56577 1.91526
H 0.11842 -1.82080 1.21410
H -1.31734 0.05117 2.72576
H 0.36674 0.30768 2.20414
H -3.11481 -0.33454 0.81423
H -2.03698 -1.28503 -0.18436
H -2.70632 0.23831 -0.81104
H -0.11765 2.27956 0.90260
H -1.14749 2.17575 -0.59604
C 2.28819 1.01394 -1.06085
C 0.56759 -0.54594 -1.50800
C 1.11750 -1.56092 -0.82361
O 1.11246 0.67487 -1.75969
H -0.26635 -0.70712 -2.17929
H 2.15843 0.90487 0.02295
H 3.13136 0.39385 -1.38682
H 2.48516 2.05940 -1.29451
H 0.67111 -2.53767 -0.86561
H 2.03629 -1.46782 -0.26917
*
```

The SMILES is C=C(C)CO.C=COC.


(x)
DFT (ωB97M-V/def2-TZVPD) results for a molecular structure, C7H14O2.

ORCA input file:
```
! wB97M-V def2-TZVPD RIJCOSX def2/J DEFGRID3
* xyz 0 1
C -0.22879 0.39244 -0.99906
C 0.27969 0.44133 0.27269
C -1.04189 -0.26886 1.05805
C 2.08592 -0.16681 0.27817
C -0.23274 1.67897 -1.77031
C -0.37181 -0.84878 -1.81288
C -0.41856 -1.22381 2.07213
O 2.67891 0.75667 -0.36157
O -1.81999 0.73031 1.64780
H -1.28494 1.21439 2.28783
H 0.40465 1.42540 0.71869
H -1.73040 -0.81579 0.41347
H 2.23535 -0.27145 1.37098
H 2.01947 -1.17780 -0.17168
H 0.82137 1.98205 -1.89233
H -0.67385 1.55763 -2.75456
H -0.77491 2.44587 -1.22042
H 0.50666 -0.94460 -2.46030
H -0.41118 -1.74784 -1.20504
H -1.24856 -0.78962 -2.45401
H 0.21736 -1.96402 1.58279
H 0.20793 -0.67403 2.78029
H -1.21968 -1.73165 2.61929
*
```


(y)
DFT (ωB97M-V/def2-TZVPD) results for 2 unconnected molecules or ions with the total composition C7H14O2.

ORCA input file:
```
! wB97M-V def2-TZVPD RIJCOSX def2/J DEFGRID3
* xyz 0 1
C 0.02847 -0.69571 3.24028
C -0.96023 -1.09598 2.23043
C -0.49359 -0.59427 0.86150
C 0.90111 -0.02275 1.17889
C 1.27484 -0.67501 2.44857
C -0.07417 0.97922 -2.51343
C -1.16554 -0.16723 -2.68551
H -0.10998 0.30967 3.81791
H -0.14086 -1.38123 4.13080
H -1.90264 -0.70296 2.67951
H -1.04530 -2.27190 2.38584
H -0.96272 0.26390 0.35836
H -0.59126 -1.39307 0.00234
H 0.57587 1.03068 1.38294
H 1.70949 -0.11207 0.34096
H 2.23275 -0.36006 2.98210
H 1.38344 -1.74708 2.06405
H 1.69899 0.97007 -2.14667
H -1.98890 0.17634 -3.28724
H -0.66119 -1.04701 -3.18872
H -1.60589 -0.57700 -1.74570
O -0.35010 2.15496 -2.78570
O 0.89295 0.40406 -2.00689
*
```

The SMILES is C1CCCC1.CC(=O)O.


(z)
DFT (ωB97M-V/def2-TZVPD) results for a single C7H14O2 molecule.

ORCA input file:
```
! wB97M-V def2-TZVPD RIJCOSX def2/J DEFGRID3
* xyz 0 1
C -1.66568 -0.05595 0.36252
C -1.79964 -0.63233 1.76637
C -2.57722 -0.75286 -0.63583
O 0.23304 1.93970 -0.21063
H 0.19016 1.88472 -1.17434
H -1.89275 1.01831 0.38142
H -2.83045 -0.55188 2.10171
H -1.50322 -1.67708 1.76335
H -2.41813 -0.35319 -1.63136
H -1.16314 -0.09631 2.46651
H -2.36212 -1.81714 -0.64925
H -3.61944 -0.59134 -0.35063
C 2.08460 -0.02522 -1.70165
C 2.00708 0.27237 -0.23521
C 0.63210 0.66572 0.27181
C 3.04410 0.21250 0.58401
O -0.27847 -0.30290 -0.13056
H 0.64892 0.79249 1.36407
H 1.26689 -0.68626 -1.98226
H 1.99958 0.89243 -2.28470
H 3.02938 -0.49881 -1.94793
H 4.02403 -0.06998 0.23602
H 2.95037 0.43300 1.63657
*
```

The SMILES is C=C(C)[C@@H](O)OC(C)C.


Which of them is the most stable? Correct choice: (z).


(w)
DFT (ωB97M-V/def2-TZVPD) results for 2 unconnected molecules or ions with the total composition C4H11S2.

ORCA input file:
```
! wB97M-V def2-TZVPD RIJCOSX def2/J DEFGRID3
* xyz -1 1
C -0.82391 1.74347 -1.19522
S -0.61303 2.57812 0.45787
C -1.85739 1.75687 1.41684
H 0.05744 2.08397 -1.67191
H -1.73754 2.09465 -1.64021
H -0.93389 0.67926 -0.87142
H -2.81110 2.12075 1.15135
H -1.65938 0.73833 1.08344
H -1.70723 1.91421 2.54483
C 2.11712 -2.41319 -0.37178
C 0.85381 -1.46730 0.14176
S -0.48529 -1.80093 -0.87029
H 2.28860 -2.30051 -1.44442
H 2.12343 -3.52265 -0.15033
H 3.06764 -2.02965 0.10121
H 1.43086 -0.56848 0.07721
H 0.68983 -1.60692 1.24107
*
```


(x)
DFT (ωB97M-V/def2-TZVPD) results for 2 unconnected molecules or ions with the total composition C4H11S2.

ORCA input file:
```
! wB97M-V def2-TZVPD RIJCOSX def2/J DEFGRID3
* xyz -1 1
C -0.83835 -2.30255 2.60620
S -0.29853 -2.94111 1.00565
C 0.77271 -1.52703 0.62094
H -1.22599 -1.30223 2.47976
H -1.54508 -2.97601 3.07893
H 0.04437 -2.20814 3.23489
H 1.67409 -1.49376 1.23930
H 0.14205 -0.65148 0.74387
H 1.14250 -1.48104 -0.39553
C -0.56263 1.77263 -2.29085
C 0.53000 2.49619 -1.52558
S 0.86197 1.76801 0.12931
H -1.45827 1.69725 -1.68611
H -0.73527 2.26916 -3.24162
H -0.22041 0.78080 -2.58787
H 1.49139 2.56692 -2.04394
H 0.22544 3.53239 -1.36736
*
```


Which of them is the most stable? Correct choice: (x).


(w)
DFT (ωB97M-V/def2-TZVPD) results for 2 unconnected molecules or ions with the total composition C6H12N.

ORCA input file:
```
! wB97M-V def2-TZVPD RIJCOSX def2/J DEFGRID3
* xyz 1 1
C 0.68886 0.89759 0.24717
C 1.46636 1.95832 0.42358
C -0.34880 -0.09627 0.46741
C -2.15975 0.86688 -0.69855
C -0.96498 -1.10323 1.33398
C 1.67987 -1.27248 -0.67043
N 0.59702 -0.23771 -0.69139
H 2.13070 2.32169 -0.21662
H 1.22827 2.57481 1.21710
H -1.97371 1.91573 -0.71624
H -2.95396 0.57561 -0.03834
H -2.16326 0.46003 -1.62599
H -1.51421 -0.59502 2.07886
H -0.15463 -1.65919 2.00052
H -1.45487 -1.76878 0.64372
H 1.32110 -2.26335 -0.80774
H 2.32384 -1.07786 -1.55767
H 2.10657 -1.18607 0.26704
H 0.14558 -0.31067 -1.65640
*
```


(x)
DFT (ωB97M-V/def2-TZVPD) results for a gas-phase ion, C6H12N (charge +1).

ORCA input file:
```
! wB97M-V def2-TZVPD RIJCOSX def2/J DEFGRID3
* xyz 1 1
C -0.63469 -0.99916 -1.23216
C -0.51947 -2.14078 -1.85968
C -1.26816 0.32610 -1.12995
C -0.28047 -0.15853 -0.09721
C 1.39315 1.51211 1.30401
C 1.29139 0.74858 0.01226
N -0.78358 -0.47058 1.26344
H 0.13143 -2.92668 -1.52018
H -1.07991 -2.32619 -2.75959
H -0.95356 1.10554 -1.80952
H -2.31877 0.39164 -0.87671
H 0.58905 2.23486 1.42309
H 2.32520 2.06957 1.27955
H 1.46616 0.86143 2.17993
H 2.05395 -0.01762 -0.08301
H 1.28242 1.38578 -0.86160
H -1.79689 -0.30115 1.31770
H -0.29864 0.15420 1.93195
H -0.59860 -1.44913 1.51769
*
```

The SMILES is C=C1C[C@]1([NH3+])CC.


(y)
DFT (ωB97M-V/def2-TZVPD) results for a gas-phase ion, C6H12N (charge +1).

ORCA input file:
```
! wB97M-V def2-TZVPD RIJCOSX def2/J DEFGRID3
* xyz 1 1
C -2.18583 0.04845 -0.32619
C -1.18843 1.19072 -0.00765
C 0.02254 0.72082 0.86668
C 0.59610 -0.59901 0.42504
C 0.52657 -1.70738 1.16707
C 2.31229 0.26327 -1.20490
N 1.52598 -0.58921 -0.67194
H -2.75618 -0.31553 0.53047
H -1.57716 -0.77427 -0.71668
H -2.97729 0.25809 -1.03748
H -1.83204 1.92902 0.47433
H -0.80122 1.77651 -0.85167
H -0.08881 0.77783 1.94891
H 0.71073 1.55076 0.66333
H 1.18525 -2.52874 0.90238
H -0.11728 -1.73149 2.03231
H 3.03543 -0.10665 -1.92260
H 2.12585 1.33248 -1.12428
H 1.48350 -1.49566 -1.14712
*
```

The SMILES is C=[NH+]C(=C)CCC.


(z)
DFT (ωB97M-V/def2-TZVPD) results for 2 unconnected molecules or ions with the total composition C6H12N.

ORCA input file:
```
! wB97M-V def2-TZVPD RIJCOSX def2/J DEFGRID3
* xyz 1 1
C -2.81278 -0.14655 1.07292
C -3.11267 -0.08468 -0.09509
C -0.41843 1.08141 -1.10183
C 0.54628 -1.22532 -0.88192
C 2.12470 -0.13374 1.31555
C 0.56162 0.17598 -0.45459
N 1.29318 0.67655 0.45625
H -2.51588 0.00590 2.12771
H -1.24817 0.98499 -0.41805
H -0.01075 2.11714 -1.12596
H -0.63869 0.91535 -2.10575
H -0.21882 -1.26133 -1.69168
H 1.46338 -1.61016 -1.23238
H 0.15311 -1.90772 -0.02713
H 2.59030 -0.89911 0.71974
H -3.46223 -0.47280 -0.99387
H 2.86547 0.71124 1.70643
H 1.23812 1.67075 0.60884
H 1.60224 -0.59790 2.12081
*
```


Which of them is the most stable? Correct choice: (y).